Computed, not measured: C7H14OPPb as an isolated structure at a distorted geometry, with ωB97M-V/def2-TZVPD.

Each line ends with the natural charge from an NBO analysis.
Cartesian coordinates (Å):
C 0.45343 0.00975 -2.06398  -0.39
C -0.66100 -0.73583 -2.45508  -0.35
C -0.40579 -2.12491 -2.26503  -0.40
C 0.90990 -2.30622 -1.74685  -0.35
C 1.52500 -1.06382 -1.56748  -0.39
Pb 2.27967 1.86984 0.63732  -0.09
P 0.12951 3.20112 0.11185  0.03
H 0.62167 1.08830 -2.10317  0.18
H -1.58634 -0.31634 -2.84999  0.18
H -1.10482 -2.92728 -2.49336  0.17
H 2.53027 -0.82255 -1.21250  0.19
H 1.36828 -3.26893 -1.52085  0.18
H -1.05988 2.48047 -0.29506  -0.01
H 0.25997 4.20108 -0.92091  0.03
H -0.34434 3.98466 1.22607  -0.01
C -1.19683 -0.78327 2.58216  -0.65
C -0.27129 -0.23225 1.51194  -0.09
O 0.66174 0.71903 2.09817  -0.76
H -0.65078 -1.39851 3.30570  0.20
H -1.94477 -1.42617 2.10976  0.23
H -1.73541 0.00910 3.11420  0.20
H 0.31728 -1.01742 1.02089  0.22
H -0.79701 0.30681 0.71550  0.20
H 0.70157 0.55334 3.06068  0.49

Output
HOMO-LUMO gap (alpha / beta) = 4.498 / 4.749 eV
HOMO energy (alpha / beta) = -1.61 / -1.70 eV
Electronic energy = -24065.920 eV
Molar mass = 352.362 g/mol
Total charge = -1
ΔE to the lowest compared entry with this formula, charge and spin = 0.258 eV